{"formula": "C4H8O2", "method": "the ωB97M-V functional and the def2-TZVPD basis", "smiles": "CO[C@@H](C)C=O", "gap_ev": 10.66, "homo_energy_ev": -9.80, "fmax_ev_per_a": 2.66, "e_tot_ha": -307.6445, "elements": ["O", "O", "C", "C", "C", "C", "H", "H", "H", "H", "H", "H", "H", "H"], "xyz": [[2.652, 0.762, -0.178], [-0.069, 1.126, 0.026], [-1.295, 1.363, 0.661], [0.440, -0.231, 0.141], [1.923, -0.164, -0.047], [-0.201, -1.164, -0.895], [-1.278, -1.193, -0.751], [0.247, -0.602, 1.164], [-1.435, 2.444, 0.677], [0.205, -2.167, -0.793], [-2.133, 0.898, 0.127], [-1.297, 0.993, 1.697], [0.004, -0.800, -1.899], [2.237, -1.263, 0.070]], "atomic_forces_ev_per_a": [[0.14, 0.33, -0.25], [0.61, -1.11, 0.05], [-0.20, -0.14, 0.11], [-1.32, 2.25, -0.52], [-0.24, -2.32, 0.90], [0.24, 0.29, 0.32], [-0.04, -0.09, 0.04], [0.17, -0.01, -0.16], [-0.07, -0.07, -0.01], [-0.06, -0.17, -0.02], [-0.02, 0.05, 0.03], [0.02, 0.05, -0.07], [0.03, 0.05, -0.06], [0.71, 0.88, -0.38]]}



{"formula": "CH2ClNO", "method": "the ωB97M-V functional and the def2-TZVPD basis", "smiles": "ClN1CO1", "gap_ev": 10.52, "homo_energy_ev": -9.92, "fmax_ev_per_a": 4.94, "e_tot_ha": -629.3177, "elements": ["Cl", "O", "N", "C", "H", "H"], "xyz": [[0.135, 2.475, -1.631], [-1.087, 1.580, 0.443], [0.227, 1.809, -0.065], [0.030, 0.401, 0.000], [0.372, -0.140, 0.838], [-0.405, -0.360, -0.872]], "atomic_forces_ev_per_a": [[0.01, 0.16, -0.98], [2.25, -2.89, -0.83], [0.37, -0.52, 0.76], [-4.53, 0.46, -1.92], [0.67, -0.02, 0.99], [1.22, 2.81, 1.97]]}



{"formula": "C49H44N5O3", "method": "the ωB97M-V functional and the def2-TZVPD basis", "gap_ev": 2.71, "homo_energy_ev": -7.43, "fmax_ev_per_a": 3.42, "charge": 1, "e_tot_ha": -2392.7523, "elements": ["O", "O", "O", "N", "N", "N", "N", "N", "C", "C", "C", "C", "C", "C", "C", "C", "C", "C", "C", "C", "C", "C", "C", "C", "C", "C", "C", "C", "C", "C", "C", "C", "C", "C", "C", "C", "C", "C", "C", "C", "C", "C", "C", "C", "C", "C", "C", "C", "C", "C", "C", "C", "C", "C", "C", "C", "C", "H", "H", "H", "H", "H", "H", "H", "H", "H", "H", "H", "H", "H", "H", "H", "H", "H", "H", "H", "H", "H", "H", "H", "H", "H", "H", "H", "H", "H", "H", "H", "H", "H", "H", "H", "H", "H", "H", "H", "H", "H", "H", "H", "H"], "xyz": [[3.062, 2.203, 2.425], [-8.998, 1.346, -1.616], [-4.001, -4.101, -7.229], [4.650, 0.122, 3.285], [-3.712, 2.098, -0.371], [-1.695, 0.635, -5.649], [3.001, -1.308, 3.177], [4.154, -2.047, 3.274], [-2.927, -0.386, -4.016], [7.052, 2.632, 2.011], [2.490, 3.527, 2.361], [8.133, -3.292, 2.679], [3.279, 0.015, 3.034], [-3.352, -2.937, -6.924], [0.130, 0.264, 1.699], [5.496, 1.261, 3.234], [-5.303, 0.851, -1.446], [-1.853, 0.820, 2.997], [6.836, -2.784, 2.710], [0.207, -3.660, 2.673], [5.141, -1.183, 3.348], [1.789, -2.000, 3.390], [-1.868, -1.086, -7.471], [-9.563, 0.497, -2.617], [-2.217, 0.779, -4.387], [-3.102, 3.112, 0.474], [9.164, -2.643, 3.374], [-6.615, 0.597, -1.852], [-3.042, 1.219, -1.181], [-3.469, -0.631, -2.737], [0.335, 1.508, 3.759], [-0.881, 1.619, -6.345], [6.551, -1.589, 3.401], [5.694, 2.017, 4.381], [-2.941, -1.233, -5.234], [0.946, 0.937, 2.635], [1.482, -3.100, 2.575], [-7.412, 2.352, -0.277], [7.279, 3.393, 3.163], [6.613, 3.077, 4.352], [-3.947, 0.391, -1.859], [7.594, -0.939, 4.103], [-7.677, 1.377, -1.282], [-3.594, -4.789, -8.446], [-2.452, -2.305, -7.823], [8.884, -1.463, 4.075], [-0.285, -2.255, 4.590], [2.416, 1.028, 2.589], [-0.684, -3.216, 3.657], [-5.079, 1.886, -0.491], [6.165, 1.549, 2.056], [-3.622, -2.363, -5.636], [-2.113, -0.578, -6.197], [-6.106, 2.604, 0.119], [-1.037, 1.432, 3.955], [0.960, -1.650, 4.463], [-1.261, 0.236, 1.870], [10.180, -3.047, 3.365], [6.024, -3.291, 2.188], [-2.451, 2.647, 1.222], [0.988, 1.973, 4.501], [-2.003, 1.625, -3.740], [-6.848, -0.174, -2.591], [-1.699, -3.611, 3.707], [-2.515, -5.014, -8.428], [-4.174, -5.712, -8.442], [3.307, 4.213, 2.605], [-8.250, 2.920, 0.129], [7.541, 2.877, 1.067], [-0.093, -4.449, 1.983], [2.219, -3.476, 1.861], [-3.883, 3.696, 0.975], [-0.550, 1.192, -7.294], [-2.481, 3.773, -0.140], [-1.902, -0.237, 1.110], [-10.635, 0.697, -2.545], [-1.263, -0.534, -8.186], [-0.931, -1.962, 5.418], [0.588, -0.261, 0.854], [-1.954, 1.207, -1.241], [-1.466, 1.887, 4.848], [6.788, 3.662, 5.259], [-3.616, -1.672, -2.452], [-9.359, -0.558, -2.400], [2.151, 3.708, 1.340], [5.158, 1.748, 5.297], [7.371, -0.031, 4.656], [-0.010, 1.905, -5.743], [-9.201, 0.771, -3.615], [1.682, 3.690, 3.084], [-3.834, -4.192, -9.340], [9.681, -0.952, 4.611], [-4.341, -2.848, -4.976], [-2.246, -2.742, -8.797], [8.341, -4.205, 2.121], [5.990, 0.915, 1.182], [7.973, 4.235, 3.133], [-1.469, 2.523, -6.544], [1.315, -0.884, 5.155], [-5.882, 3.357, 0.867], [-2.939, 0.790, 3.136]], "atomic_forces_ev_per_a": [[0.89, 2.63, -0.18], [0.18, -0.20, 0.05], [0.69, 0.50, -0.28], [0.19, -0.73, -0.05], [0.23, -0.57, -0.19], [-0.84, 0.68, 2.59], [0.27, -1.28, 0.36], [1.76, 0.46, 0.29], [-0.63, -0.74, 0.73], [-0.31, -0.23, 0.09], [0.17, -1.10, 0.23], [0.17, 0.12, 0.31], [-2.07, 2.60, -0.80], [0.09, 0.25, 0.19], [0.03, 0.24, 0.21], [0.00, 0.31, 0.06], [1.02, 0.10, 0.62], [0.23, -0.05, -0.02], [0.29, 0.26, 0.03], [0.09, 0.07, 0.31], [-1.56, -0.55, -0.15], [-0.12, -0.35, 0.18], [-0.24, 0.01, 0.42], [0.40, 0.19, 0.33], [0.93, 0.08, -1.89], [0.42, 0.00, 0.06], [-0.33, 0.14, -0.12], [-1.89, 0.36, 0.22], [-1.03, 0.37, -0.15], [-0.29, -0.12, -2.24], [-0.15, -0.05, -0.15], [0.18, 0.44, -0.01], [0.69, -0.68, 0.01], [0.39, 0.32, 0.08], [1.02, 0.14, -0.66], [-0.53, -0.27, 0.03], [-0.38, 0.41, -0.01], [0.63, -0.35, -0.33], [-0.09, -0.11, -0.03], [-0.35, -0.17, -0.07], [0.48, 1.73, 1.52], [-0.69, -0.23, -0.48], [0.97, -0.26, -0.35], [-0.14, 0.35, 0.45], [-0.46, 0.03, 0.70], [-0.06, -0.27, -0.10], [0.14, 0.00, -0.15], [1.02, -2.58, 0.76], [-0.03, 0.11, 0.02], [0.45, -0.40, -0.68], [0.42, 0.36, -0.19], [0.07, -0.91, -0.56], [-0.60, -0.72, 0.06], [-0.55, -0.12, -0.23], [-0.21, 0.26, -0.14], [0.16, 0.10, -0.49], [-0.02, 0.00, 0.04], [-0.40, 0.16, -0.03], [0.30, 0.16, 0.15], [-0.24, 0.09, -0.06], [-0.31, -0.10, -0.12], [0.03, -0.05, -0.43], [0.07, 0.28, 0.20], [0.32, -0.06, 0.00], [-0.38, 0.06, 0.06], [0.13, 0.16, -0.06], [-0.09, -0.18, -0.11], [0.26, -0.25, -0.11], [-0.04, -0.05, 0.36], [0.10, 0.14, 0.22], [-0.30, 0.29, 0.16], [0.35, -0.20, -0.21], [0.00, 0.15, 0.27], [-0.22, 0.03, 0.12], [0.37, 0.09, 0.44], [0.22, -0.18, -0.14], [-0.08, -0.24, 0.10], [0.04, -0.12, -0.27], [-0.11, 0.31, 0.28], [-0.35, 0.01, 0.22], [-0.01, -0.19, -0.20], [-0.03, -0.18, -0.34], [-0.63, -0.03, -0.42], [-0.03, 0.13, -0.09], [-0.19, 0.14, 0.06], [0.20, 0.15, -0.33], [0.18, -0.16, -0.08], [-0.21, -0.22, -0.15], [0.01, -0.11, 0.13], [0.05, -0.11, -0.21], [0.00, -0.19, 0.33], [-0.17, -0.10, -0.08], [0.19, -0.07, -0.21], [-0.07, 0.18, 0.27], [-0.05, 0.23, 0.17], [0.06, 0.28, 0.25], [-0.20, -0.29, 0.02], [0.07, -0.27, -0.01], [-0.24, -0.19, -0.19], [-0.17, -0.06, -0.14], [0.43, -0.04, -0.06]]}



{"formula": "C17H18ClF6IN3O4PtS2Si", "method": "the ωB97M-V functional and the def2-TZVPD basis", "gap_ev": [6.38, 7.89], "homo_energy_ev": [-4.37, -5.91], "fmax_ev_per_a": 1.37, "s2": 2.01, "charge": -1, "multiplicity": 3, "e_tot_ha": -3686.0785, "elements": ["Pt", "I", "Cl", "S", "S", "Si", "F", "F", "F", "F", "F", "F", "O", "O", "O", "O", "N", "N", "N", "C", "C", "C", "C", "C", "C", "C", "C", "C", "C", "C", "C", "C", "C", "C", "C", "C", "H", "H", "H", "H", "H", "H", "H", "H", "H", "H", "H", "H", "H", "H", "H", "H", "H", "H"], "xyz": [[-0.722, -0.671, -0.020], [5.234, -0.683, -1.992], [5.701, -2.613, 2.448], [-2.199, -1.078, -2.449], [-3.617, -1.220, -0.015], [0.284, 4.170, 0.889], [-6.004, -1.528, 0.952], [-4.231, -2.433, -3.429], [-5.969, -1.332, -1.204], [-3.948, -0.481, -4.320], [-2.598, -2.101, -4.812], [-5.684, 0.412, 0.040], [-3.496, -2.651, 0.029], [-1.409, -0.035, -3.028], [-3.170, -0.460, 1.129], [-1.581, -2.351, -2.113], [-3.278, -0.542, -1.418], [1.391, -2.321, -1.732], [1.072, -1.081, -1.359], [3.983, -2.492, 2.134], [1.654, 4.460, 2.122], [3.317, -1.306, 2.406], [-0.230, 1.237, 0.370], [-3.316, -1.548, -3.825], [3.302, -3.580, 1.624], [-5.424, -0.891, -0.071], [2.193, -0.383, -1.370], [1.937, -3.473, 1.383], [-0.222, -2.195, 1.406], [0.045, 2.406, 0.597], [-1.300, 4.887, 1.559], [2.698, -2.444, -2.008], [1.232, -2.301, 1.651], [0.733, 5.022, -0.707], [3.258, -1.207, -1.779], [1.956, -1.222, 2.171], [1.399, -4.334, 1.000], [3.864, -0.457, 2.795], [-1.578, 4.376, 2.484], [1.776, 5.528, 2.323], [0.737, 6.110, -0.594], [1.432, -0.294, 2.370], [1.724, 4.708, -1.045], [-0.772, -1.772, 2.247], [1.438, 3.957, 3.068], [-0.689, -3.116, 1.053], [-2.112, 4.730, 0.844], [2.181, 0.659, -1.089], [3.141, -3.376, -2.316], [-1.217, 5.958, 1.763], [0.017, 4.759, -1.490], [3.831, -4.503, 1.426], [2.604, 4.073, 1.745], [0.631, -2.978, -1.844]], "atomic_forces_ev_per_a": [[1.25, 0.20, 0.50], [0.03, -0.01, 0.03], [-0.06, 0.01, -0.03], [-0.79, -0.43, -0.36], [-0.47, -0.26, -0.41], [-0.04, 0.01, 0.01], [-0.07, 0.02, 0.03], [0.00, -0.04, -0.02], [-0.03, -0.07, 0.02], [-0.02, -0.02, 0.00], [-0.02, -0.01, -0.03], [-0.03, 0.00, 0.01], [0.02, 0.20, 0.04], [-0.03, -0.03, 0.22], [0.03, -0.05, -0.33], [0.05, 0.39, 0.07], [0.66, -0.08, 0.23], [-0.23, -0.03, -0.12], [0.04, 0.12, 0.18], [0.04, 0.02, -0.01], [0.17, 0.04, 0.16], [-0.04, 0.04, 0.02], [-0.12, 0.12, 0.02], [-0.07, -0.03, -0.12], [-0.07, -0.04, -0.06], [-0.05, 0.07, 0.05], [0.09, -0.06, -0.06], [0.13, -0.13, -0.02], [-0.13, 0.40, -0.16], [0.06, -0.38, -0.04], [-0.20, 0.06, 0.06], [0.08, -0.01, 0.07], [-0.25, -0.08, 0.01], [0.04, 0.09, -0.20], [-0.13, 0.07, 0.00], [0.05, 0.14, 0.02], [0.02, 0.01, -0.02], [-0.01, -0.01, 0.01], [0.00, 0.04, -0.02], [0.02, -0.03, 0.01], [0.02, -0.02, -0.01], [0.03, 0.01, -0.03], [-0.03, 0.02, -0.01], [0.02, -0.19, 0.12], [0.01, 0.01, -0.02], [0.04, -0.08, 0.10], [0.02, 0.02, 0.03], [0.01, -0.05, 0.06], [-0.04, 0.02, -0.04], [0.00, -0.03, 0.00], [0.02, 0.03, 0.02], [0.00, 0.01, -0.01], [-0.02, 0.00, 0.02], [0.01, 0.01, -0.01]]}



Table of energy above the lowest of the compared OMol25 structures with the same formula, charge and spin (kcal/mol), in record order: 42.6; 114.8; 41.6; 7.4